[1]
Formula: C42H37ClFN4O5Rh
Source: OMol25
Level of theory: the ωB97M-V functional and the def2-TZVPD basis

Last column: Löwdin charge in e.
Cartesian coordinates (Å):
Rh 0.159 0.228 0.305  1.1847
C -7.492 0.156 1.512  -0.0387
C -7.129 1.291 0.555  -0.3072
C -7.760 2.601 1.016  -0.1451
C -7.380 3.713 0.052  -0.1325
C -5.887 3.836 0.036  -0.1426
C -5.292 5.053 -0.214  0.0529
C -3.909 5.159 -0.177  -0.2396
F -3.348 6.357 -0.432  0.0686
C -3.114 4.085 0.128  0.0786
C -3.693 2.832 0.340  -0.0235
C -2.833 1.660 0.520  -0.3296
O -1.626 1.757 0.791  -0.1080
C -3.532 0.418 0.382  -0.0354
C -4.890 0.375 0.414  0.0318
N -5.677 1.459 0.467  0.0202
C -5.097 2.700 0.294  -0.0675
C -2.806 -0.865 0.095  -0.6005
O -3.416 -1.930 0.109  0.0345
O -1.592 -0.776 -0.267  -0.1319
H -8.552 0.207 1.743  0.0817
H -6.929 0.248 2.437  0.0932
H -7.302 -0.822 1.082  0.0750
H -7.498 1.053 -0.453  0.1595
H -7.391 2.846 2.014  0.1351
H -8.841 2.484 1.068  0.1205
H -7.827 4.661 0.354  0.1200
H -7.752 3.477 -0.949  0.1280
H -5.891 5.920 -0.448  0.1294
H -2.048 4.186 0.154  0.0950
H -5.350 -0.601 0.386  0.1364
C 5.105 3.109 0.006  -0.0553
C 5.456 1.787 -0.228  -0.0751
C 4.512 0.789 -0.146  -0.0079
C 3.180 1.089 0.203  -0.2365
C 2.849 2.423 0.465  0.0071
C 3.796 3.419 0.343  -0.0409
N 2.256 0.074 0.290  -0.0117
N 2.765 -1.121 0.245  0.0981
C 2.027 -2.199 0.055  -0.3283
C 2.639 -3.476 0.026  0.0150
C 1.849 -4.582 -0.151  -0.0521
C 0.466 -4.427 -0.298  -0.0195
C -0.059 -3.145 -0.289  -0.0995
N 0.688 -2.073 -0.119  0.1036
H 5.851 3.886 -0.058  0.1074
H 6.479 1.534 -0.468  0.1055
H 4.773 -0.241 -0.331  0.1023
H 1.840 2.648 0.757  0.0760
H 3.519 4.448 0.512  0.1050
H 3.711 -3.530 0.136  0.1145
H 2.294 -5.566 -0.184  0.1115
H -0.181 -5.279 -0.434  0.1124
H -1.120 -2.968 -0.416  0.1119
Cl -2.316 1.102 3.547  0.7867
C -2.065 -0.584 3.269  -0.5897
C -3.112 -1.442 3.545  -0.1093
C -2.946 -2.807 3.404  -0.0723
C -1.704 -3.310 3.043  -0.0771
C -0.663 -2.452 2.773  -0.0552
C -0.813 -1.052 2.824  -0.3102
C 0.286 -0.182 2.457  -0.1109
H -4.055 -1.035 3.876  0.1021
H -3.773 -3.472 3.596  0.1055
H -1.551 -4.377 2.979  0.1038
H 0.306 -2.849 2.511  0.1045
H 1.260 -0.648 2.616  0.0648
H 0.228 0.822 2.887  0.0523
C 2.493 7.890 -1.130  -0.0556
C 1.782 6.575 -1.166  -0.2827
C 1.269 6.029 -0.006  -0.0338
C 0.597 4.810 0.001  -0.2298
C 0.113 4.313 1.336  -0.0485
C 0.432 4.152 -1.215  -0.0528
C 0.949 4.675 -2.401  -0.2038
C 0.758 3.947 -3.697  -0.0280
C 1.620 5.884 -2.359  -0.0059
C -0.313 2.808 -1.354  -0.6342
O -1.440 2.802 -1.806  0.0865
O 0.444 1.854 -1.012  -0.1261
H 2.794 8.139 -0.116  0.0714
H 1.830 8.675 -1.491  0.0817
H 3.372 7.870 -1.767  0.0748
H 1.389 6.554 0.931  0.1182
H -0.636 4.994 1.745  0.0914
H 0.939 4.299 2.049  0.0844
H -0.315 3.316 1.278  0.0474
H 1.130 2.925 -3.628  0.0880
H 1.270 4.464 -4.505  0.0748
H -0.304 3.890 -3.934  0.0875
H 2.015 6.304 -3.273  0.1138

Summary:
Spin multiplicity: 1
M in g/mol: 835.138
DFT total energy in eV: -78599.711
Total charge: 0
HOMO level (alpha / beta) in eV: -7.78 / -7.78


[2]
Formula: C42H37N10PSV
Source: OMol25
Level of theory: the ωB97M-V functional and the def2-TZVPD basis

Last column: Löwdin spin population.
Cartesian coordinates (Å):
V -1.030 0.107 0.766  2.0091
C -3.097 1.257 -3.955  0.0001
C -2.105 2.225 -3.913  0.0024
C -0.936 2.021 -3.202  0.0003
C -0.708 0.819 -2.513  0.0068
C -1.737 -0.140 -2.544  0.0033
C -2.902 0.075 -3.260  0.0017
N 0.554 0.570 -1.929  0.0046
C 1.169 1.757 -1.480  0.0146
C 2.214 2.325 -2.206  -0.0020
C 2.756 3.539 -1.828  0.0131
C 2.194 4.226 -0.758  -0.0019
C 1.110 3.705 -0.079  0.0114
C 0.620 2.432 -0.384  0.0127
N -0.530 1.876 0.218  0.2027
N -1.407 2.812 0.529  0.3648
C -2.706 2.446 0.571  0.0213
C -3.657 3.371 1.043  0.0669
C -4.990 3.077 0.906  0.0072
C -5.361 1.891 0.273  0.0829
C -4.362 1.035 -0.155  0.0004
N -3.064 1.264 0.011  0.0835
H -4.000 1.416 -4.530  -0.0001
H -2.235 3.151 -4.459  0.0001
H -0.174 2.789 -3.204  0.0002
H -1.600 -1.093 -2.056  0.0005
H -3.654 -0.704 -3.287  0.0001
H 2.568 1.793 -3.081  -0.0001
H 3.571 3.975 -2.391  0.0009
H 2.583 5.197 -0.476  -0.0004
H 0.610 4.287 0.677  0.0006
H -3.311 4.285 1.504  0.0027
H -5.745 3.770 1.256  -0.0016
H -6.402 1.643 0.126  0.0051
H -4.617 0.120 -0.677  -0.0010
C 1.793 -1.166 3.750  0.0102
C 1.147 -0.187 2.819  0.0761
N 0.057 -0.504 2.186  -0.0382
N -0.561 -1.642 2.667  -0.0017
C -1.773 -1.394 3.070  -0.0029
N -2.516 -2.394 3.612  -0.0033
S -2.520 0.161 2.923  0.0057
C 1.617 1.202 2.950  0.0037
C 2.945 1.522 3.235  0.0092
C 3.253 2.805 3.647  -0.0005
C 2.233 3.725 3.810  0.0104
C 0.942 3.322 3.493  -0.0011
N 0.643 2.109 3.067  0.0124
H 1.431 -2.168 3.541  0.0001
H 2.874 -1.135 3.631  0.0020
H 1.545 -0.916 4.785  0.0047
H -2.046 -3.228 3.927  -0.0001
H -3.348 -2.107 4.094  -0.0001
H 3.721 0.775 3.128  0.0003
H 4.277 3.077 3.870  -0.0003
H 2.429 4.726 4.168  0.0006
H 0.099 3.996 3.608  0.0001
N -0.027 -2.680 -0.200  -0.0100
P 0.558 -0.983 -0.837  -0.0053
C 1.143 -1.939 -2.397  0.0016
C 0.751 -1.666 -3.709  0.0003
C 1.312 -2.329 -4.792  0.0002
C 2.294 -3.286 -4.607  -0.0002
C 2.684 -3.591 -3.315  0.0000
C 2.112 -2.935 -2.234  -0.0005
C 2.233 -1.020 -0.030  0.0050
C 3.291 -0.170 -0.345  0.0002
C 4.553 -0.344 0.208  0.0004
C 4.814 -1.406 1.056  -0.0004
C 3.775 -2.262 1.386  0.0004
C 2.503 -2.054 0.876  0.0006
C -1.332 -2.856 0.070  0.0042
C -1.897 -4.155 0.057  -0.0008
C -3.230 -4.321 0.316  0.0024
C -4.008 -3.199 0.610  -0.0007
C -3.394 -1.971 0.626  0.0019
N -2.093 -1.773 0.353  0.0015
H 0.433 -3.532 -0.487  -0.0009
H -0.001 -0.930 -3.922  0.0001
H 0.978 -2.075 -5.791  0.0000
H 2.745 -3.784 -5.456  0.0000
H 3.450 -4.337 -3.140  0.0000
H 2.459 -3.202 -1.246  0.0000
H 3.163 0.631 -1.042  0.0001
H 5.342 0.354 -0.045  0.0000
H 5.812 -1.571 1.441  0.0000
H 3.955 -3.104 2.043  0.0001
H 1.708 -2.717 1.185  0.0000
H -1.253 -4.999 -0.154  -0.0001
H -3.673 -5.308 0.295  0.0001
H -5.062 -3.290 0.828  -0.0001
H -3.958 -1.094 0.902  -0.0003

Summary:
Spin multiplicity: 4
M in g/mol: 795.813
DFT total energy in eV: -104866.404
Total charge: 0
HOMO level (alpha / beta) in eV: -6.82 / -6.89


[3]
Formula: C42H37N3O2P2RuS2
Source: OMol25
Level of theory: the ωB97M-V functional and the def2-TZVPD basis

Last column: Löwdin spin population.
Cartesian coordinates (Å):
Ru -0.038 0.658 0.053  2.4833
O 0.767 -2.110 -1.348  0.0388
S -0.464 -1.414 -0.971  0.0587
C -1.523 -0.976 -2.326  0.0137
C -2.541 -1.804 -2.755  0.0042
C -3.392 -1.382 -3.766  0.0065
C -3.166 -0.230 -4.504  0.0041
C -2.010 0.523 -4.183  0.0122
C -1.265 0.164 -3.062  0.0330
P 0.170 1.171 -2.607  0.1901
C -0.228 2.892 -2.688  0.0761
C 0.601 3.842 -3.328  0.0320
C 0.217 5.204 -3.166  0.0121
C -0.968 5.505 -2.515  0.0653
C -1.788 4.529 -2.015  0.0011
C -1.402 3.235 -2.054  0.0469
C 1.733 0.717 -3.354  0.0333
C 2.914 1.266 -2.771  0.0251
C 4.175 0.838 -3.242  -0.0032
C 4.245 -0.123 -4.292  0.0317
C 3.090 -0.675 -4.788  0.0048
C 1.864 -0.262 -4.352  0.0171
C -1.364 -2.412 0.116  0.0092
C -1.911 -3.665 -0.381  0.0027
C -2.730 -4.434 0.471  0.0012
C -3.037 -3.942 1.745  0.0004
C -2.373 -2.844 2.254  0.0005
C -1.623 -2.020 1.380  0.0024
P -0.576 -0.663 2.083  0.0515
C -1.303 0.166 3.492  0.0110
C -1.486 1.542 3.572  0.0014
C -1.994 2.083 4.771  0.0001
C -2.138 1.326 5.935  0.0000
C -1.977 -0.061 5.793  0.0013
C -1.541 -0.665 4.646  0.0031
C 0.907 -1.453 2.580  0.0089
C 1.345 -2.651 2.036  0.0081
C 2.358 -3.400 2.597  -0.0005
C 2.899 -2.949 3.822  0.0064
C 2.518 -1.747 4.353  0.0023
C 1.537 -1.010 3.728  0.0046
H -2.769 -2.749 -2.331  0.0001
H -4.249 -2.012 -3.971  0.0003
H -3.749 0.065 -5.366  0.0005
H -1.679 1.415 -4.739  -0.0002
H 1.481 3.471 -3.875  0.0005
H 0.876 5.962 -3.539  -0.0001
H -1.395 6.519 -2.457  0.0024
H -2.679 4.917 -1.554  -0.0009
H -2.040 2.430 -1.686  0.0003
H 2.975 1.972 -1.891  0.0008
H 5.152 1.192 -2.873  -0.0006
H 5.213 -0.485 -4.553  0.0015
H 3.158 -1.429 -5.579  -0.0001
H 0.955 -0.770 -4.668  0.0004
H -1.663 -4.176 -1.320  0.0000
H -3.167 -5.384 0.188  0.0001
H -3.629 -4.598 2.403  0.0000
H -2.440 -2.588 3.279  0.0000
H -1.297 2.149 2.674  0.0009
H -1.963 3.152 4.855  0.0000
H -2.604 1.836 6.821  0.0000
H -2.161 -0.768 6.595  0.0003
H -1.399 -1.718 4.548  0.0000
H 0.908 -3.083 1.161  0.0001
H 2.587 -4.373 2.265  -0.0002
H 3.484 -3.710 4.290  0.0002
H 2.856 -1.374 5.301  0.0000
H 1.290 -0.098 4.246  0.0009
N -4.247 0.798 -0.478  0.0077
C -3.313 1.446 0.210  0.0186
N -3.720 2.614 0.725  0.0068
O -2.143 0.960 0.352  0.1445
H -5.202 1.109 -0.528  0.0008
H -4.021 -0.052 -1.026  0.0002
H -4.714 2.873 0.664  0.0006
H -3.070 3.149 1.298  0.0000
S 1.736 1.695 1.042  0.3328
C 2.980 0.534 1.000  0.0341
N 4.149 0.861 1.705  0.0231
C 5.308 0.244 1.422  0.0117
C 5.382 -0.858 0.561  0.0333
C 4.213 -1.284 -0.026  0.0015
C 3.045 -0.585 0.156  0.0583
H 4.211 1.704 2.290  0.0017
H 6.183 0.660 1.957  0.0002
H 6.333 -1.394 0.449  0.0013
H 4.243 -2.172 -0.605  -0.0005
H 2.090 -0.832 -0.351  0.0147

Summary:
Spin multiplicity: 5
M in g/mol: 842.929
DFT total energy in eV: -95510.088
Total charge: +4
HOMO level (alpha / beta) in eV: -18.32 / -18.75


[4]
Formula: C42H38BrN7O4S2Sn
Source: OMol25
Level of theory: the ωB97M-V functional and the def2-TZVPD basis

Last column: Löwdin charge in e.
Cartesian coordinates (Å):
Sn -0.274 0.064 1.326  1.2695
C -1.621 2.549 4.361  -0.0683
O -0.706 2.731 3.296  -0.1299
C 0.607 2.882 3.618  -0.2421
C 1.076 2.952 4.925  -0.0190
C 2.432 3.122 5.169  -0.0856
C 3.330 3.222 4.119  -0.1041
C 2.864 3.141 2.816  -0.0540
C 1.513 2.971 2.548  -0.2091
N 0.985 2.779 1.242  0.0338
N 1.776 3.110 0.333  0.0767
C 1.410 2.856 -0.987  -0.1529
C 0.305 2.072 -1.402  -0.3616
O -0.499 1.432 -0.646  -0.2392
C 0.086 1.974 -2.832  0.0003
C 0.909 2.533 -3.744  -0.0388
C 2.073 3.253 -3.339  -0.2074
C 2.991 3.752 -4.284  -0.0543
C 4.137 4.392 -3.891  -0.1022
C 4.379 4.570 -2.517  -0.0942
C 3.490 4.111 -1.577  -0.0568
C 2.312 3.417 -1.955  -0.1395
H -1.621 3.406 5.038  0.0961
H -2.602 2.458 3.901  0.0815
H -1.398 1.637 4.922  0.1061
H 0.394 2.870 5.758  0.1010
H 2.782 3.169 6.192  0.1033
H 4.388 3.347 4.312  0.1004
H 3.545 3.190 1.977  0.0944
H -0.799 1.424 -3.132  0.0992
H 0.705 2.434 -4.805  0.1115
H 2.776 3.607 -5.337  0.1091
H 4.841 4.764 -4.623  0.0964
H 5.273 5.089 -2.195  0.0994
H 3.675 4.281 -0.526  0.0943
O -3.861 -2.009 2.598  0.0373
C -2.986 -1.194 2.334  -0.6521
O -1.722 -1.370 2.336  -0.2195
C -3.426 0.204 1.903  -0.1989
C -4.722 0.649 2.112  -0.0006
C -5.054 1.928 1.699  -0.0488
C -4.088 2.710 1.079  -0.0397
C -2.821 2.187 0.896  -0.1047
N -2.505 0.959 1.306  0.0248
H -5.424 -0.020 2.588  0.1214
H -6.054 2.313 1.855  0.1088
H -4.308 3.713 0.741  0.1076
H -2.022 2.736 0.414  0.1102
C 1.037 -5.944 1.123  -0.0401
C 1.634 -4.665 1.635  -0.2440
C 2.972 -4.559 2.004  -0.0209
C 3.480 -3.350 2.442  -0.0997
C 2.606 -2.274 2.483  -0.7641
Br 3.270 -0.563 2.993  0.7663
N 1.341 -2.342 2.153  -0.0069
C 0.866 -3.515 1.744  -0.1007
H 1.604 -6.809 1.466  0.0772
H 1.031 -5.960 0.031  0.0760
H 0.006 -6.058 1.457  0.0833
H 3.620 -5.426 1.949  0.1175
H 4.513 -3.234 2.732  0.1002
H -0.193 -3.532 1.506  0.1019
N -0.724 -1.343 -0.353  -0.4360
S -1.946 -2.338 -0.498  1.0727
C -1.448 -3.533 -1.737  -0.3668
C -0.115 -3.606 -2.107  -0.0788
C 0.271 -4.578 -3.024  -0.0670
C -0.661 -5.460 -3.545  -0.0781
C -1.993 -5.379 -3.154  -0.0729
C -2.393 -4.415 -2.245  -0.0752
C -3.290 -1.548 -1.368  -0.3824
C -3.060 -0.810 -2.522  -0.0620
C -4.124 -0.167 -3.127  -0.0632
C -5.400 -0.267 -2.579  -0.0712
C -5.614 -1.002 -1.424  -0.0650
C -4.551 -1.646 -0.802  -0.0785
H -0.363 -0.968 -1.228  -0.0123
H 0.612 -2.919 -1.691  0.0390
H 1.309 -4.636 -3.328  0.1106
H -0.354 -6.214 -4.257  0.1048
H -2.721 -6.070 -3.558  0.1069
H -3.431 -4.345 -1.942  0.1138
H -2.059 -0.733 -2.931  0.1103
H -3.962 0.417 -4.024  0.1082
H -6.229 0.239 -3.057  0.1055
H -6.606 -1.066 -0.995  0.1093
H -4.689 -2.193 0.124  0.1083
N 3.650 0.535 -2.470  0.1169
C 3.459 0.166 -1.190  -0.9345
N 4.164 0.838 -0.260  0.1083
S 2.443 -1.099 -0.756  0.6419
H 4.039 1.443 -2.680  0.0928
H 2.999 0.158 -3.137  0.0918
H 4.541 1.748 -0.477  0.0940
H 3.910 0.658 0.700  0.0028

Summary:
Spin multiplicity: 1
M in g/mol: 967.560
DFT total energy in eV: -160337.435
Total charge: 0
HOMO level in eV: -6.79


[5]
Formula: C42H38Cl4N4O4SnTe
Source: OMol25
Level of theory: the ωB97M-V functional and the def2-TZVPD basis

Last column: Löwdin charge in e.
Cartesian coordinates (Å):
Sn 0.322 0.635 0.220  1.3664
C 4.099 -5.373 -1.923  -0.0282
C 3.647 -4.058 -1.354  -0.2446
C 4.456 -2.952 -1.302  0.0364
C 4.012 -1.714 -0.781  -0.1160
C 4.938 -0.648 -0.797  0.0300
N 4.728 0.564 -0.374  0.0885
C 5.744 1.613 -0.407  -0.1198
C 6.423 1.830 0.961  -0.1344
C 6.436 3.288 1.422  -0.1370
N 5.108 3.914 1.361  0.0793
C 3.962 3.407 1.739  0.0147
C 3.714 2.315 2.597  -0.1264
C 4.550 1.944 3.679  0.0229
C 4.137 1.049 4.630  -0.2417
C 4.981 0.691 5.821  -0.0317
C 2.837 0.518 4.493  0.0585
C 1.998 0.801 3.436  -0.1039
C 0.646 0.256 3.456  -0.0565
N -0.160 0.189 2.474  -0.0664
C -1.525 -0.286 2.757  -0.1928
C -1.756 -1.731 2.327  -0.1428
C -1.614 -1.959 0.829  -0.2041
N -0.240 -1.701 0.395  -0.0591
C 0.467 -2.713 0.096  -0.0918
C 1.849 -2.704 -0.359  -0.1598
C 2.348 -3.897 -0.857  0.0418
C 2.679 -1.553 -0.300  -0.3295
O 2.287 -0.408 0.162  -0.2570
C 2.434 1.699 2.415  -0.3215
O 1.756 1.962 1.369  -0.2294
H 3.617 -5.566 -2.882  0.0928
H 3.849 -6.197 -1.255  0.0898
H 5.176 -5.384 -2.083  0.0844
H 5.474 -3.016 -1.670  0.1321
H 5.926 -0.841 -1.207  0.1550
H 3.792 0.741 0.003  0.1295
H 5.253 2.522 -0.755  0.1283
H 6.475 1.340 -1.166  0.1310
H 7.463 1.506 0.918  0.1278
H 5.937 1.198 1.703  0.1006
H 7.069 3.883 0.765  0.1371
H 6.856 3.374 2.424  0.1240
H 5.057 4.776 0.838  0.1650
H 3.085 3.901 1.329  0.1583
H 5.511 2.427 3.804  0.1222
H 6.015 1.003 5.681  0.0831
H 4.975 -0.384 5.998  0.0888
H 4.606 1.175 6.725  0.0949
H 2.475 -0.151 5.269  0.1383
H 0.307 -0.089 4.438  0.1462
H -2.217 0.366 2.222  0.1050
H -1.724 -0.183 3.826  0.1237
H -2.772 -2.002 2.619  0.1287
H -1.076 -2.393 2.871  0.1238
H -2.272 -1.283 0.285  0.0950
H -1.900 -2.982 0.567  0.1244
H 0.008 -3.704 0.147  0.1424
H 1.684 -4.756 -0.868  0.1380
Cl -6.614 4.808 -2.567  0.7720
C -5.494 3.722 -1.897  -0.6742
C -5.960 2.852 -0.780  -0.6674
Cl -7.571 3.021 -0.273  0.7794
C -5.149 1.957 -0.181  -0.6326
Cl -5.650 0.941 1.097  0.7623
C -3.764 1.808 -0.628  -0.3189
O -2.986 1.017 -0.152  0.0270
C -3.268 2.724 -1.773  -0.3162
O -2.121 2.629 -2.120  0.0991
C -4.234 3.664 -2.364  -0.6309
Cl -3.657 4.645 -3.631  0.7816
Te 0.910 -1.073 -3.296  1.3781
C 0.246 0.114 -4.901  -0.5510
C -0.140 1.432 -4.683  -0.1531
C -0.619 2.189 -5.745  -0.0754
C -0.702 1.636 -7.014  -0.0693
C -0.306 0.323 -7.229  -0.0715
C 0.171 -0.442 -6.174  -0.1386
C -0.973 -1.956 -2.919  -0.5330
C -1.105 -3.339 -2.869  -0.1536
C -2.347 -3.910 -2.616  -0.0778
C -3.463 -3.102 -2.442  -0.0744
C -3.331 -1.721 -2.507  -0.0784
C -2.087 -1.146 -2.727  -0.1380
H -0.076 1.869 -3.697  0.0781
H -0.925 3.213 -5.576  0.1028
H -1.074 2.229 -7.839  0.1102
H -0.368 -0.107 -8.219  0.1109
H 0.475 -1.467 -6.342  0.0947
H -0.248 -3.975 -3.060  0.0919
H -2.450 -4.987 -2.593  0.1099
H -4.434 -3.548 -2.274  0.1104
H -4.207 -1.094 -2.385  0.1074
H -1.976 -0.067 -2.768  0.0842

Summary:
Spin multiplicity: 1
M in g/mol: 1050.913
DFT total energy in eV: -121522.859
Total charge: +2
HOMO level in eV: -11.89